{"formula": "C36H52F6N2O14P", "method": "the ωB97M-V functional and the def2-TZVPD basis", "symbols": ["P", "F", "F", "F", "F", "F", "F", "O", "C", "O", "C", "C", "C", "H", "H", "H", "H", "H", "H", "O", "C", "O", "C", "C", "C", "H", "H", "H", "H", "H", "H", "O", "C", "O", "C", "C", "C", "H", "H", "H", "H", "H", "H", "O", "C", "O", "C", "C", "C", "H", "H", "H", "H", "H", "H", "O", "C", "O", "C", "C", "C", "H", "H", "H", "H", "H", "H", "O", "C", "O", "C", "C", "C", "H", "H", "H", "H", "H", "H", "O", "C", "O", "C", "C", "C", "H", "H", "H", "H", "H", "H", "N", "C", "C", "C", "C", "H", "H", "H", "H", "H", "N", "C", "C", "C", "C", "H", "H", "H", "H", "H"], "positions_angstrom": [[0.2351, 0.1978, -0.4366], [1.7840, -0.1587, -0.4205], [-0.3742, -0.9343, 0.5586], [0.4568, 1.1895, 0.8495], [-1.2817, 0.7224, -0.5661], [0.6859, 1.4373, -1.4299], [0.1634, -0.7470, -1.7847], [8.8090, 4.3070, 0.1470], [7.7777, 3.6433, 0.2441], [7.3191, 2.8093, -0.6617], [6.0238, 2.2992, -0.2789], [5.7703, 2.6885, 1.1273], [6.6953, 3.7371, 1.4278], [5.9874, 1.2264, -0.4683], [5.2124, 2.6804, -0.8990], [5.9196, 1.8271, 1.7783], [4.7299, 2.9933, 1.2406], [7.0699, 3.4270, 2.4033], [6.2841, 4.7358, 1.5750], [2.4654, -7.3467, -0.5456], [2.0360, -7.0613, -1.6018], [1.9254, -7.9935, -2.5631], [1.4751, -7.4617, -3.7713], [1.5972, -5.9931, -3.6185], [1.4675, -5.7293, -2.1219], [0.5214, -7.8144, -4.1639], [2.2029, -7.7973, -4.5100], [0.8442, -5.4271, -4.1670], [2.5289, -5.5914, -4.0167], [0.4468, -5.6818, -1.7422], [2.0855, -4.8705, -1.8602], [-3.6752, -3.6155, 7.9649], [-2.6490, -3.3123, 7.4280], [-2.4678, -3.4230, 6.0602], [-1.1905, -2.8548, 5.7050], [-0.4193, -2.7171, 7.0539], [-1.4617, -2.7221, 8.0870], [-1.3164, -1.8389, 5.3308], [-0.7908, -3.5141, 4.9345], [0.1388, -1.7890, 6.9300], [0.3025, -3.5233, 7.1843], [-1.5899, -1.6770, 8.3686], [-1.1865, -3.2892, 8.9762], [-6.3175, 4.0356, -1.7796], [-5.2455, 4.5914, -1.8602], [-4.6008, 4.9797, -0.7134], [-3.3435, 5.5846, -0.9957], [-3.3107, 5.7827, -2.5002], [-4.4313, 4.9713, -3.0301], [-2.5255, 4.9120, -0.7377], [-3.2667, 6.5513, -0.4980], [-2.3824, 5.4791, -2.9841], [-3.4862, 6.8178, -2.7932], [-3.9620, 4.1618, -3.5892], [-5.0330, 5.6239, -3.6627], [2.1979, 8.8820, 4.1110], [2.1053, 8.0352, 3.2536], [1.3940, 6.9215, 3.5776], [1.1901, 6.0974, 2.4103], [1.8343, 6.7912, 1.1665], [2.6342, 8.0036, 1.8600], [0.1664, 5.7436, 2.2878], [1.7320, 5.1599, 2.5350], [1.0777, 7.1897, 0.4905], [2.4263, 6.0636, 0.6113], [2.6041, 8.9190, 1.2689], [3.6696, 7.6825, 1.9735], [-7.0805, -3.0905, -6.3117], [-5.9791, -2.9536, -5.8033], [-4.9415, -3.8583, -6.0568], [-3.7620, -3.4584, -5.3567], [-4.1480, -2.3643, -4.3920], [-5.4945, -1.8516, -4.9452], [-3.0555, -3.1260, -6.1174], [-3.2259, -4.2950, -4.9087], [-3.3447, -1.6286, -4.4281], [-4.2567, -2.7228, -3.3683], [-5.3524, -0.9361, -5.5195], [-6.1552, -1.6307, -4.1069], [-9.0975, -1.2227, 3.5707], [-7.9346, -1.0370, 3.1066], [-7.6570, -0.1120, 2.2147], [-6.2281, 0.1187, 2.0357], [-5.6853, -1.2525, 2.2769], [-6.5767, -1.7402, 3.4303], [-5.9758, 1.0277, 2.5818], [-6.1453, 0.5474, 1.0370], [-4.6581, -1.3712, 2.6218], [-5.9189, -1.8194, 1.3757], [-6.2384, -1.4214, 4.4163], [-6.5864, -2.8301, 3.4388], [3.5973, -4.4719, 3.2320], [3.7605, -3.1049, 3.4499], [4.9459, -2.9675, 4.0963], [5.5403, -4.2491, 4.1329], [4.6593, -5.1741, 3.7034], [2.7750, -4.7680, 2.7258], [2.9848, -2.4004, 3.1883], [5.3603, -2.0030, 4.3504], [6.4647, -4.5414, 4.6087], [4.7318, -6.2380, 3.5325], [2.9265, 0.5123, -5.2107], [3.6660, -0.2196, -6.0552], [3.9875, 0.6429, -7.1368], [3.2234, 1.8132, -6.9651], [2.6199, 1.7353, -5.7604], [2.7032, 0.1704, -4.2869], [4.0233, -1.1898, -5.7427], [4.5697, 0.3771, -8.0067], [3.1665, 2.6365, -7.6617], [2.1073, 2.4512, -5.1348]], "mulliken_charge": [1.25, -0.36, -0.35, -0.38, -0.38, -0.40, -0.38, -0.61, 0.55, -0.33, -0.38, -0.27, -0.32, 0.30, 0.21, 0.20, 0.20, 0.22, 0.23, -0.54, 0.50, -0.36, -0.38, -0.49, -0.39, 0.29, 0.25, 0.31, 0.26, 0.26, 0.28, -0.57, 0.48, -0.36, -0.36, -0.49, -0.29, 0.23, 0.30, 0.31, 0.24, 0.22, 0.28, -0.61, 0.50, -0.36, -0.28, -0.56, -0.21, 0.24, 0.26, 0.33, 0.24, 0.24, 0.21, -0.59, 0.48, -0.33, -0.33, -0.48, -0.27, 0.32, 0.20, 0.22, 0.33, 0.32, 0.14, -0.58, 0.49, -0.37, -0.38, -0.41, -0.33, 0.25, 0.28, 0.28, 0.26, 0.24, 0.27, -0.65, 0.59, -0.33, -0.45, -0.29, -0.46, 0.23, 0.25, 0.31, 0.25, 0.26, 0.29, 0.02, -0.50, -0.45, -0.46, -0.42, 0.21, 0.46, 0.40, 0.37, 0.38, 0.06, -0.40, -0.52, -0.37, -0.47, 0.21, 0.37, 0.36, 0.37, 0.39], "charge": -1, "orbital_gap_ha": 0.3059, "lumo_ha": 0.0607}

{"formula": "C36H53AsBrINO4P2RuS4", "method": "the ωB97M-V functional and the def2-TZVPD basis", "symbols": ["Ru", "C", "C", "C", "P", "C", "C", "C", "C", "C", "C", "C", "C", "C", "C", "N", "C", "C", "C", "C", "C", "C", "C", "C", "C", "H", "H", "H", "H", "H", "H", "H", "H", "H", "H", "H", "H", "H", "H", "H", "H", "H", "H", "H", "H", "H", "H", "H", "H", "H", "H", "H", "H", "H", "H", "H", "S", "As", "S", "S", "S", "Br", "C", "C", "C", "C", "C", "C", "I", "H", "H", "H", "H", "C", "C", "C", "C", "O", "P", "O", "O", "O", "C", "C", "C", "C", "H", "H", "H", "H", "H", "H", "H", "H", "H", "H", "H", "H", "H", "H", "H", "H", "H", "H"], "positions_angstrom": [[-0.1883, -0.1778, -0.3915], [-2.4079, -2.8217, 3.1753], [-1.7195, -1.6210, 2.5291], [-2.3487, -0.3234, 3.0412], [-1.6487, -1.6056, 0.6861], [-1.6460, -3.3614, 0.1632], [-0.3247, -4.0140, 0.5709], [-1.8290, -3.4611, -1.3506], [-3.2593, -0.9700, 0.1680], [-4.4899, -1.5292, 0.4951], [-5.6911, -0.9542, 0.1139], [-7.0191, -1.5669, 0.4629], [-5.6097, 0.2403, -0.6057], [-4.4047, 0.8092, -0.9588], [-3.1831, 0.1971, -0.6039], [-1.9480, 0.6873, -0.9925], [-1.9979, 1.6939, -2.0008], [-1.5888, 2.9981, -1.6928], [-1.1798, 3.3671, -0.2989], [-1.5502, 3.9530, -2.6975], [-1.9161, 3.6567, -4.0059], [-1.7769, 4.6798, -5.1001], [-2.3652, 2.3767, -4.2763], [-2.4266, 1.3889, -3.2953], [-2.9723, 0.0381, -3.6723], [-2.3586, -2.7221, 4.2628], [-1.9429, -3.7709, 2.9135], [-3.4652, -2.8759, 2.9106], [-0.6622, -1.6203, 2.8185], [-3.4380, -0.4120, 3.0405], [-2.0760, 0.5435, 2.4409], [-2.0086, -0.1234, 4.0579], [-2.4921, -3.8470, 0.6647], [0.5009, -3.4846, 0.0856], [-0.3013, -5.0604, 0.2557], [-0.1462, -3.9831, 1.6480], [-1.0496, -2.9030, -1.8756], [-2.7984, -3.0770, -1.6724], [-1.7488, -4.5040, -1.6632], [-4.5152, -2.4578, 1.0559], [-6.8858, -2.5346, 0.9478], [-7.6386, -1.7279, -0.4215], [-7.5923, -0.9355, 1.1461], [-6.5260, 0.7359, -0.9126], [-4.3899, 1.7244, -1.5339], [-0.2813, 2.8366, 0.0220], [-1.9577, 3.1034, 0.4236], [-0.9878, 4.4392, -0.2371], [-1.2070, 4.9527, -2.4529], [-2.1490, 5.6564, -4.7855], [-2.3281, 4.3777, -5.9902], [-0.7322, 4.8019, -5.3906], [-2.6461, 2.1154, -5.2908], [-2.6561, -0.2327, -4.6796], [-4.0653, 0.0462, -3.6434], [-2.6331, -0.7408, -2.9911], [0.8971, -2.1886, -6.0400], [1.9178, -0.6521, -5.0250], [1.0646, 1.0023, -2.0220], [0.4135, -0.4607, -3.1911], [2.1712, 1.2888, -5.7912], [2.3713, 2.2253, 5.4182], [1.3317, 3.5688, 4.5357], [1.4847, 4.8902, 4.9455], [0.7409, 5.8795, 4.3204], [-0.1537, 5.5484, 3.3076], [-0.3016, 4.2228, 2.9159], [0.4535, 3.2493, 3.5398], [0.9204, 0.9366, 2.0009], [2.1822, 5.1349, 5.7363], [0.8646, 6.9115, 4.6244], [-0.7295, 6.3240, 2.8157], [-0.9815, 3.9577, 2.1193], [2.8665, -4.3938, 1.2623], [3.8373, -3.2239, 1.2554], [5.2516, -3.7047, 1.5615], [3.4104, -2.1566, 2.2458], [3.9025, -2.7303, -0.0826], [3.0233, -1.5676, -0.7984], [3.2941, -1.6332, -2.2517], [1.6048, -1.6352, -0.2832], [3.6015, -0.2168, -0.1468], [4.8422, 0.4097, -0.4995], [5.9620, -0.6083, -0.6604], [4.6428, 1.1898, -1.7908], [5.1174, 1.3339, 0.6745], [2.7991, -4.8247, 2.2633], [3.2027, -5.1649, 0.5678], [1.8760, -4.0587, 0.9544], [5.2776, -4.1999, 2.5345], [5.9474, -2.8674, 1.5824], [5.5808, -4.4091, 0.7972], [3.4044, -2.5840, 3.2513], [2.4171, -1.7756, 2.0210], [4.0945, -1.3100, 2.2302], [5.7356, -1.3143, -1.4576], [6.1188, -1.1631, 0.2648], [6.8808, -0.0717, -0.9061], [4.3530, 0.5205, -2.5981], [5.5701, 1.7022, -2.0606], [3.8612, 1.9348, -1.6656], [5.2586, 0.7552, 1.5880], [4.2717, 2.0029, 0.8286], [6.0168, 1.9259, 0.4913]], "mulliken_spin": [1.77, 0.00, 0.02, -0.01, -0.05, -0.02, 0.01, 0.01, -0.02, -0.01, 0.02, 0.00, -0.01, 0.03, 0.08, 0.06, 0.04, 0.02, 0.02, -0.03, 0.00, 0.00, 0.01, -0.03, 0.04, 0.00, 0.00, 0.00, 0.01, 0.00, 0.00, 0.00, 0.00, 0.00, 0.00, 0.00, 0.00, 0.00, 0.00, 0.00, 0.00, 0.00, 0.00, 0.00, 0.00, -0.01, 0.01, 0.00, 0.00, 0.00, 0.00, 0.00, 0.00, 0.00, 0.00, -0.02, 0.29, 0.37, 0.55, 0.40, 0.32, 0.03, 0.06, 0.03, -0.03, 0.03, -0.03, 0.59, 0.32, 0.01, 0.00, 0.00, 0.06, 0.00, 0.00, 0.00, 0.00, 0.00, 0.01, 0.01, 0.05, -0.01, 0.00, 0.00, 0.01, 0.00, 0.00, 0.00, 0.00, 0.00, 0.00, 0.00, 0.00, 0.02, 0.00, 0.00, 0.00, 0.00, 0.01, 0.00, 0.00, 0.00, 0.00, 0.00], "spin_multiplicity": 6, "charge": -2, "orbital_gap_ha": [0.2063, 0.2198], "lumo_ha": [0.1425, 0.1163]}